This record from the Open Molecules 2025 dataset describes a 8-piece molecular cluster, C26H46O24 overall in a non-equilibrium geometry. The level of theory is ωB97M-V/def2-TZVPD.

Summary:
Largest force on an atom, eV/Å: 2.80
LUMO level, eV: -0.2
HOMO-LUMO gap, eV: 10.8276
Total charge: 0
Electronic energy, hartree: -2824.0880

Each atom is followed by the atoms it is bonded to, with distances in Å.
Cartesian coordinates (Å):
1 C -0.123 -2.409 0.276  C2 1.511, H8 1.102, H9 1.093, H10 1.082
2 C 0.345 -3.845 0.334  C1 1.511, C3 1.528, O7 1.447, H11 1.091
3 C 0.152 -4.714 -0.907  C2 1.528, O4 1.445, H12 1.091, H13 1.088
4 O 1.466 -5.262 -1.155  C3 1.445, C5 1.348
5 C 2.368 -4.719 -0.314  O4 1.348, O6 1.177, O7 1.335
6 O 3.515 -4.980 -0.349  C5 1.177
7 O 1.781 -3.847 0.509  C2 1.447, C5 1.335
8 H -1.189 -2.440 0.000  C1 1.102
9 H 0.293 -1.970 -0.635  C1 1.093
10 H -0.071 -1.782 1.156  C1 1.082
11 H -0.092 -4.347 1.198  C2 1.091
12 H -0.166 -4.199 -1.815  C3 1.091
13 H -0.470 -5.586 -0.714  C3 1.088
14 C 3.088 -1.809 -1.967  C15 1.482, H21 1.093, H22 1.088, H23 1.093
15 C 2.482 -1.435 -3.266  C14 1.482, O16 1.448, H24 1.096, H25 1.096
16 O 1.784 -0.166 -3.211  C15 1.448, C17 1.310
17 C 1.465 0.478 -4.305  O16 1.310, O18 1.196, O19 1.342
18 O 1.877 0.287 -5.412  C17 1.196
19 O 0.766 1.559 -3.923  C17 1.342, C20 1.408
20 C 0.569 2.593 -4.859  O19 1.408, H26 1.088, H27 1.094, H28 1.096
21 H 2.393 -2.024 -1.152  C14 1.093
22 H 3.789 -1.064 -1.596  C14 1.088
23 H 3.644 -2.744 -2.071  C14 1.093
24 H 1.806 -2.205 -3.654  C15 1.096
25 H 3.202 -1.307 -4.081  C15 1.096
26 H 0.267 3.493 -4.326  C20 1.088
27 H -0.141 2.348 -5.654  C20 1.094
28 H 1.493 2.851 -5.389  C20 1.096
29 C -0.568 -4.047 4.082  O30 1.408, H35 1.085, H36 1.091, H37 1.093
30 O -1.770 -3.452 3.651  C29 1.408, C31 1.314
31 C -2.486 -3.998 2.695  O30 1.314, O32 1.198, O33 1.307
32 O -2.189 -4.997 2.104  C31 1.198
33 O -3.606 -3.333 2.584  C31 1.307, C34 1.427
34 C -4.474 -3.612 1.486  O33 1.427, H38 1.089, H39 1.084, H40 1.090
35 H 0.285 -3.431 3.817  C29 1.085
36 H -0.457 -5.093 3.796  C29 1.091
37 H -0.598 -4.083 5.174  C29 1.093
38 H -5.222 -4.302 1.874  C34 1.089
39 H -3.922 -3.930 0.609  C34 1.084
40 H -5.030 -2.708 1.239  C34 1.090
41 C -1.216 6.795 4.948  O42 1.416, H47 1.090, H48 1.089, H49 1.085
42 O -2.026 6.484 3.829  C41 1.416, C43 1.339
43 C -1.365 5.905 2.819  O42 1.339, O44 1.208, O45 1.343
44 O -0.171 5.879 2.634  C43 1.208
45 O -2.284 5.337 2.023  C43 1.343, C46 1.398
46 C -1.768 4.681 0.901  O45 1.398, H50 1.085, H51 1.088, H52 1.096
47 H -1.213 5.941 5.625  C41 1.090
48 H -1.624 7.624 5.525  C41 1.089
49 H -0.188 7.069 4.738  C41 1.085
50 H -2.416 4.626 0.032  C46 1.085
51 H -1.376 3.706 1.184  C46 1.088
52 H -0.899 5.224 0.512  C46 1.096
53 C -2.092 0.124 2.006  O54 1.411, H59 1.096, H60 1.098, H61 1.084
54 O -2.528 1.063 1.048  C53 1.411, C55 1.333
55 C -1.761 1.182 -0.036  O54 1.333, O56 1.197, O57 1.323
56 O -0.708 0.648 -0.230  C55 1.197
57 O -2.412 1.965 -0.881  C55 1.323, C58 1.402
58 C -1.742 2.260 -2.077  O57 1.402, H62 1.092, H63 1.087, H64 1.085
59 H -1.023 0.177 2.241  C53 1.096
60 H -2.185 -0.923 1.689  C53 1.098
61 H -2.668 0.251 2.916  C53 1.084
62 H -2.196 3.113 -2.584  C58 1.092
63 H -1.865 1.516 -2.860  C58 1.087
64 H -0.672 2.428 -2.016  C58 1.085
65 C 6.781 1.008 0.651  O66 1.423, H71 1.094, H72 1.085, H73 1.086
66 O 5.367 0.854 0.675  C65 1.423, C67 1.328
67 C 4.686 1.470 -0.285  O66 1.328, O68 1.198, O69 1.315
68 O 5.126 2.298 -1.030  C67 1.198
69 O 3.427 1.099 -0.197  C67 1.315, C70 1.408
70 C 2.439 1.819 -0.896  O69 1.408, H74 1.085, H75 1.085, H76 1.093
71 H 6.999 1.929 1.200  C65 1.094
72 H 7.212 1.065 -0.343  C65 1.085
73 H 7.225 0.210 1.239  C65 1.086
74 H 1.452 1.378 -0.797  C70 1.085
75 H 2.694 1.905 -1.947  C70 1.085
76 H 2.350 2.833 -0.499  C70 1.093
77 O 1.378 -0.746 6.188  C78 1.182
78 C 1.759 -0.620 5.076  O77 1.182, O79 1.327, O82 1.355
79 O 1.350 0.301 4.212  C78 1.327, C80 1.462
80 C 2.014 0.101 2.924  O79 1.462, C81 1.556, H83 1.087, H84 1.088
81 C 2.511 -1.366 3.075  C80 1.556, O82 1.435, H85 1.090, H86 1.082
82 O 2.677 -1.432 4.499  C78 1.355, C81 1.435
83 H 1.252 0.244 2.162  C80 1.087
84 H 2.792 0.860 2.944  C80 1.088
85 H 3.510 -1.304 2.643  C81 1.090
86 H 1.865 -2.156 2.714  C81 1.082
87 O -5.315 -1.936 -5.866  C88 1.165
88 C -4.971 -1.023 -5.230  O87 1.165, O89 1.348, O92 1.346
89 O -4.109 -0.080 -5.659  C88 1.348, C90 1.426
90 C -3.839 0.877 -4.637  O89 1.426, C91 1.520, H93 1.083, H94 1.091
91 C -4.690 0.381 -3.479  C90 1.520, O92 1.421, H95 1.088, H96 1.091
92 O -5.385 -0.752 -3.979  C88 1.346, C91 1.421
93 H -2.794 0.961 -4.364  C90 1.083
94 H -4.128 1.837 -5.069  C90 1.091
95 H -5.414 1.097 -3.094  C91 1.088
96 H -4.073 0.047 -2.643  C91 1.091

Löwdin atomic charge list, values in e, 8 entries:
1 C -0.013
2 C -0.290
3 C -0.053
4 O 0.064
5 C -0.618
6 O 0.171
7 O 0.066
8 H 0.095